[1]
{"formula": "C32H29BF6O2S", "method": "wB97M-V/def2-TZVPD", "energy_ev": -65566.6184, "largest_force_ev_per_a": 3.63, "lumo_ev": -3.001, "orbital_gap_ev": 3.72, "e_above_lowest_kcal_mol": 0.0, "e_homo_ev": -6.717, "symbols": ["C", "C", "C", "C", "C", "B", "C", "C", "C", "C", "F", "F", "F", "C", "C", "C", "F", "F", "F", "C", "O", "C", "C", "O", "S", "H", "H", "H", "H", "H", "H", "H", "H", "H", "H", "H", "H", "C", "C", "C", "C", "C", "C", "C", "C", "C", "C", "C", "C", "C", "C", "C", "C", "C", "H", "H", "H", "H", "H", "H", "H", "H", "H", "H", "H", "H", "H", "H", "H", "H", "H"], "xyz": [[-6.0996, 1.0715, -1.7711], [-5.1527, 0.3837, -0.8672], [-4.7075, -0.9160, -0.9863], [-3.7413, -1.2886, 0.0141], [-3.4456, -0.2472, 0.8559], [-2.4465, -0.2612, 2.1385], [-1.0225, 0.0111, 1.3874], [-0.5513, 1.3060, 1.3445], [0.6854, 1.5593, 0.7479], [1.2165, 2.9573, 0.7326], [2.0557, 3.1779, -0.3217], [0.2201, 3.8885, 0.6724], [1.9377, 3.2226, 1.8779], [1.4353, 0.5303, 0.1872], [0.9279, -0.7608, 0.2529], [1.7343, -1.9176, -0.2506], [1.6148, -2.9994, 0.5934], [1.3463, -2.3358, -1.4925], [3.0690, -1.6140, -0.3241], [-0.3116, -1.0324, 0.8356], [-2.8192, 0.8156, 3.0070], [-3.5197, 0.2125, 4.0779], [-3.4022, -1.3266, 3.8878], [-2.5619, -1.5528, 2.7588], [-4.4135, 1.1591, 0.4994], [-6.4765, 0.3465, -2.4967], [-6.9447, 1.4902, -1.2203], [-5.5934, 1.8746, -2.3157], [-5.0535, -1.5764, -1.7768], [-3.2730, -2.2692, 0.0677], [-1.1341, 2.1205, 1.7618], [2.4002, 0.7333, -0.2619], [-0.6909, -2.0509, 0.8726], [-3.0440, 0.5271, 5.0185], [-4.5808, 0.5244, 4.0587], [-2.9301, -1.7964, 4.7680], [-4.3988, -1.7677, 3.7035], [5.1590, -0.1899, 2.4536], [3.7850, -0.1051, 3.0251], [2.9353, -1.2096, 2.8778], [1.6423, -1.1585, 3.3466], [1.1703, -0.0314, 4.0554], [-0.1361, -0.0825, 4.6326], [-0.3515, 0.5290, 5.8582], [-1.4182, 0.2946, 6.7173], [-1.6741, 1.0873, 7.8720], [-2.7133, 0.7357, 8.7758], [-3.0683, 1.5796, 9.8170], [-2.3860, 2.7984, 9.9984], [-2.8631, 3.7894, 11.0077], [-1.2911, 3.1097, 9.1791], [-0.9323, 2.2759, 8.1347], [2.0411, 1.0834, 4.2030], [3.3346, 1.0336, 3.7107], [5.7159, 0.7395, 2.6160], [5.7102, -1.0175, 2.9126], [5.1218, -0.3930, 1.3744], [3.3223, -2.1145, 2.4045], [0.9607, -1.9982, 3.2042], [-0.8612, -0.7930, 4.2164], [0.4572, 1.1652, 6.2251], [-2.0721, -0.5642, 6.5253], [-3.2314, -0.2136, 8.6236], [-3.9002, 1.3208, 10.4752], [-2.2080, 4.6655, 11.0070], [-3.8842, 4.1400, 10.7985], [-2.8667, 3.3551, 12.0126], [-0.7522, 4.0470, 9.3448], [-0.0934, 2.5415, 7.4939], [1.6783, 1.9862, 4.7020], [4.0266, 1.8690, 3.8660]], "forces_ev_per_angstrom": [[-0.2, 0.1, -0.2], [0.6, -1.1, 0.3], [0.0, 0.6, 0.2], [-0.4, 1.0, -0.4], [-0.8, -0.4, 0.2], [0.2, 0.3, -3.6], [-1.1, -0.4, 1.5], [1.0, 0.3, -0.5], [-0.3, 0.1, -0.2], [0.1, 0.4, -0.1], [-0.5, 0.1, 0.8], [0.9, -0.6, 0.1], [-0.4, 0.1, -0.8], [0.0, 0.0, 0.2], [-0.2, -0.4, 0.0], [0.2, -0.3, -0.2], [0.3, 0.7, -0.8], [0.4, 0.2, 1.0], [-0.8, -0.4, -0.1], [0.9, 0.3, -0.5], [0.1, 0.0, 1.9], [-0.2, 0.1, -0.4], [0.0, -0.2, -0.3], [0.3, -0.1, 1.9], [0.3, -0.9, -0.5], [-0.1, 0.2, 0.0], [0.0, 0.1, -0.1], [-0.2, 0.0, 0.0], [0.0, 0.1, 0.1], [-0.1, 0.2, 0.1], [0.0, -0.1, 0.1], [-0.1, -0.1, 0.0], [0.0, 0.2, 0.1], [-0.4, 0.1, 0.0], [0.4, 0.0, 0.2], [-0.3, -0.1, -0.1], [0.4, 0.0, 0.2], [0.4, 0.2, -0.1], [-0.3, -0.2, 0.2], [0.2, 0.0, 0.2], [-0.5, -0.1, 0.1], [0.5, 0.5, -0.8], [0.4, -0.9, 0.8], [-0.2, 0.2, 0.3], [0.4, -0.3, -0.8], [0.1, 0.6, 1.1], [0.2, 0.1, -0.3], [0.3, 0.1, -0.2], [-0.3, -0.3, -0.4], [0.0, 0.3, 0.3], [0.0, -0.1, -0.2], [-0.4, -0.4, 0.0], [-0.1, -0.3, 0.3], [-0.1, 0.0, 0.0], [-0.1, -0.2, -0.1], [0.0, 0.1, 0.0], [0.0, 0.1, 0.2], [-0.2, 0.3, 0.0], [0.2, 0.2, 0.0], [0.1, 0.2, 0.0], [-0.4, 0.0, -0.2], [0.1, 0.4, 0.0], [0.0, 0.3, 0.0], [0.3, 0.1, -0.2], [-0.1, -0.1, 0.1], [0.3, -0.2, 0.0], [0.0, 0.1, -0.1], [-0.2, -0.4, -0.1], [-0.3, 0.1, 0.2], [0.2, -0.3, -0.2], [-0.4, -0.2, -0.2]], "mulliken_charge": [-1.23, 0.51, -0.58, -1.16, 0.43, 1.83, -0.16, -0.68, 0.28, 0.67, -0.29, -0.28, -0.22, -1.10, 0.43, 0.85, -0.26, -0.29, -0.27, -1.01, -0.83, -0.32, -0.56, -0.76, -0.27, 0.33, 0.29, 0.26, 0.31, 0.40, 0.58, 0.57, 0.58, 0.00, 0.45, 0.20, 0.38, -1.51, 1.40, -0.64, -0.55, 0.64, -0.07, -0.38, -0.40, 0.91, -0.62, -0.65, 1.13, -1.39, -0.83, -0.69, -0.44, -1.20, 0.38, 0.35, 0.28, 0.41, 0.29, 0.29, 0.51, 0.45, 0.38, 0.39, 0.35, 0.31, 0.34, 0.28, 0.37, 0.54, 0.30]}


[2]
{"formula": "C32H29Br2IrN4O3S", "method": "wB97M-V/def2-TZVPD", "energy_ev": -199519.4114, "largest_force_ev_per_a": 0.62, "lumo_ev": -0.498, "orbital_gap_ev": 6.52, "e_above_lowest_kcal_mol": 6.0, "e_homo_ev": -7.021, "symbols": ["Ir", "C", "N", "C", "C", "C", "C", "C", "C", "C", "N", "C", "C", "C", "C", "C", "C", "N", "C", "C", "H", "H", "H", "H", "H", "H", "H", "H", "H", "H", "H", "H", "H", "H", "H", "H", "H", "H", "H", "H", "Br", "C", "C", "C", "Br", "C", "C", "C", "C", "N", "C", "C", "O", "H", "H", "H", "H", "O", "C", "O", "C", "C", "C", "C", "S", "C", "C", "H", "H", "H", "H", "H"], "xyz": [[-0.1521, 0.1794, -0.2399], [2.1191, -0.4907, -2.0202], [0.6737, -0.8499, -1.9445], [0.0591, -0.5580, -3.2554], [0.6242, -2.2871, -1.5877], [0.9340, -3.2556, -2.5281], [1.0812, -4.5816, -2.1563], [0.9692, -4.9180, -0.8154], [0.6464, -3.9641, 0.1303], [0.4028, -2.6308, -0.2391], [-0.0059, -1.6326, 0.6163], [-0.8553, -1.7996, 1.6987], [-1.5200, -2.9629, 2.1081], [-2.3778, -2.9363, 3.1989], [-2.6212, -1.7659, 3.8978], [-2.0164, -0.5897, 3.4717], [-1.1738, -0.6102, 2.3814], [-0.4669, 0.5774, 1.8961], [-1.1349, 1.8566, 2.1996], [0.8421, 0.5731, 2.6218], [2.6016, -1.1112, -2.7781], [2.2202, 0.5582, -2.2964], [2.5863, -0.6582, -1.0544], [0.5966, -1.0602, -4.0596], [-0.9806, -0.8760, -3.2475], [0.1124, 0.5145, -3.4336], [1.0841, -2.9827, -3.5637], [1.3112, -5.3326, -2.8991], [1.1431, -5.9386, -0.4984], [0.6004, -4.2372, 1.1725], [-1.4003, -3.8780, 1.5536], [-2.8782, -3.8510, 3.4925], [-3.2854, -1.7584, 4.7514], [-2.2241, 0.3398, 3.9847], [-1.1101, 2.0684, 3.2713], [-0.5932, 2.6448, 1.6787], [-2.1645, 1.8256, 1.8586], [0.6267, 0.6555, 3.6891], [1.3532, -0.3650, 2.4225], [1.4607, 1.3982, 2.2907], [4.5465, 2.3226, 0.4336], [3.1077, 2.9431, -0.6154], [3.2736, 4.0884, -1.4076], [2.2551, 4.5603, -2.1868], [2.5425, 6.0995, -3.2531], [1.0048, 3.8976, -2.2159], [-0.1015, 4.2724, -3.0100], [-1.2343, 3.5103, -2.9876], [-1.2931, 2.3727, -2.1670], [-0.2975, 2.0194, -1.3843], [0.8520, 2.7562, -1.4020], [1.9077, 2.2492, -0.5691], [1.6914, 1.2091, 0.1631], [4.2295, 4.5935, -1.4024], [-0.0310, 5.1485, -3.6399], [-2.0921, 3.7630, -3.5947], [-2.1524, 1.7154, -2.1657], [-7.7477, 0.6273, 2.8678], [-6.8544, 1.5090, 2.3651], [-7.0087, 2.6832, 2.5505], [-5.7088, 0.9449, 1.5860], [-4.9824, 1.8250, 0.7884], [-3.9157, 1.3715, 0.0351], [-3.5293, 0.0294, 0.0718], [-2.2300, -0.6411, -0.9374], [-4.2574, -0.8444, 0.8761], [-5.3326, -0.3938, 1.6239], [-7.5407, -0.2655, 2.5708], [-5.2746, 2.8666, 0.7713], [-3.3612, 2.0774, -0.5679], [-3.9521, -1.8808, 0.9306], [-5.8344, -1.1078, 2.2688]], "forces_ev_per_angstrom": [[0.2, 0.3, -0.3], [0.1, 0.0, -0.2], [0.0, 0.2, 0.3], [-0.1, 0.0, 0.0], [0.0, -0.1, 0.1], [0.1, 0.0, 0.0], [0.0, 0.0, 0.0], [0.0, 0.0, 0.0], [0.0, 0.1, 0.0], [-0.2, 0.1, -0.2], [0.5, -0.1, 0.4], [-0.2, 0.1, -0.2], [0.2, 0.1, 0.0], [0.0, 0.0, 0.0], [0.0, 0.0, 0.0], [0.0, 0.0, -0.1], [0.0, 0.0, 0.0], [-0.2, 0.3, -0.3], [0.0, -0.1, 0.0], [0.0, 0.0, 0.0], [0.0, 0.0, 0.0], [0.0, -0.1, 0.0], [0.0, 0.0, 0.0], [0.0, 0.0, 0.0], [0.0, 0.0, 0.0], [0.0, 0.0, 0.0], [0.0, 0.0, 0.0], [0.0, 0.0, 0.0], [0.0, 0.0, 0.0], [0.0, 0.0, 0.1], [0.0, -0.1, 0.0], [0.0, 0.0, 0.0], [0.0, 0.0, 0.0], [0.0, 0.0, 0.0], [0.0, 0.0, 0.0], [0.0, 0.0, 0.0], [-0.1, 0.0, -0.1], [0.0, 0.0, 0.0], [0.0, 0.0, -0.1], [0.0, 0.0, 0.0], [0.0, 0.0, 0.0], [0.0, 0.0, 0.0], [0.0, 0.0, 0.0], [0.0, 0.0, 0.0], [0.0, 0.0, 0.0], [0.0, 0.0, 0.0], [0.0, 0.0, 0.0], [0.0, 0.0, 0.0], [0.0, 0.0, 0.0], [0.1, -0.2, 0.3], [0.1, -0.1, 0.0], [-0.3, 0.2, 0.1], [0.2, -0.6, -0.1], [0.0, 0.0, 0.0], [0.0, 0.0, 0.0], [0.0, 0.0, 0.0], [0.0, 0.0, 0.0], [0.0, 0.0, 0.0], [0.0, 0.0, 0.0], [0.0, 0.0, 0.0], [0.0, 0.0, 0.0], [0.0, 0.0, 0.0], [0.1, 0.0, 0.1], [0.0, -0.1, 0.0], [-0.2, 0.1, 0.0], [0.0, 0.0, 0.0], [0.0, 0.0, 0.0], [0.0, 0.0, 0.0], [0.0, 0.0, 0.0], [0.0, 0.0, 0.0], [0.0, 0.0, 0.0], [0.0, 0.0, 0.0]], "mulliken_charge": [1.68, -1.28, 0.23, -1.10, 1.15, -0.66, -1.01, -0.73, -0.82, -0.08, 0.67, -0.31, -1.28, -0.94, -0.93, -0.16, 0.80, 0.67, -1.15, -1.31, 0.50, 0.44, 0.33, 0.45, 0.36, 0.36, 0.31, 0.41, 0.39, 0.72, 0.63, 0.37, 0.46, 0.38, 0.47, 0.16, 0.33, 0.40, 0.30, 0.52, -0.19, 0.04, -0.37, -0.01, -0.23, 0.46, -0.90, -1.40, -0.52, 0.20, 0.65, -0.32, -0.77, 0.44, 0.36, 0.47, 1.05, -0.49, 0.63, -0.56, 1.02, -0.80, -0.47, 0.97, -0.66, -0.96, -1.22, 0.32, 0.46, 0.30, 0.60, 0.17]}